Entry 1:
Density functional theory data (ωB97M-V/def2-TZVPD) for one molecule with the formula C19H24N2O6 in a non-equilibrium geometry.

Each line ends with the Löwdin charge.
Positions of all 51 atoms, in Å:
C  3.69  -2.05  0.81  -0.0538
C  3.01  -3.30  0.27  -0.2337
O  1.66  -3.40  0.68  -0.0226
C  0.75  -2.54  0.17  -0.1851
C  0.92  -1.76  -0.96  -0.0126
C  -0.09  -0.91  -1.40  -0.0393
C  -1.28  -0.82  -0.70  -0.1436
C  -2.31  0.20  -0.99  -0.4479
O  -3.02  0.67  -0.12  0.0661
N  -2.40  0.61  -2.30  0.0886
C  -2.91  1.93  -2.60  -0.0584
C  -1.70  2.84  -2.38  -0.4721
O  -0.86  3.05  -3.22  0.1051
O  -1.64  3.22  -1.12  0.0297
C  -0.40  3.77  -0.65  -0.0751
C  0.58  2.68  -0.36  -0.0947
C  0.55  1.75  0.73  -0.2864
C  -0.44  1.68  1.83  0.0031
N  1.55  0.92  0.63  0.1173
O  2.25  1.24  -0.49  0.0044
C  1.66  2.29  -1.10  -0.2560
C  2.25  2.81  -2.36  0.0143
C  -1.47  -1.62  0.43  0.0488
C  -0.49  -2.49  0.87  -0.1736
O  -0.58  -3.32  1.94  -0.0259
C  -1.71  -3.25  2.78  -0.2356
C  -1.70  -2.04  3.70  -0.0567
H  3.68  -2.07  1.89  0.0824
H  4.72  -2.01  0.46  0.0778
H  3.17  -1.15  0.48  0.0433
H  3.48  -4.20  0.69  0.1237
H  3.09  -3.35  -0.83  0.1135
H  1.85  -1.78  -1.50  0.1132
H  0.11  -0.28  -2.26  0.1118
H  -1.73  0.23  -2.95  0.1299
H  -3.26  1.97  -3.63  0.1317
H  -3.70  2.16  -1.89  0.1291
H  -0.66  4.31  0.26  0.1365
H  0.00  4.45  -1.40  0.1339
H  -0.16  0.89  2.51  0.0802
H  -1.43  1.48  1.42  0.0709
H  -0.48  2.63  2.36  0.0878
H  1.46  2.99  -3.08  0.0700
H  2.95  2.08  -2.76  0.0893
H  2.77  3.74  -2.17  0.0932
H  -2.40  -1.51  0.95  0.1175
H  -2.64  -3.28  2.19  0.1193
H  -1.66  -4.17  3.37  0.1244
H  -1.77  -1.12  3.14  0.0566
H  -2.53  -2.10  4.39  0.0778
H  -0.77  -2.03  4.27  0.0820

Values from the calculation:
- energy above the lowest of the compared OMol25 structures with the same formula, charge and spin (kJ/mol) = 275.2
- SMILES string = CCOc1ccc(C(=O)NCC(=O)OCc2c(C)noc2C)cc1OCC
- max |F| (eV Å⁻¹) = 1.253
- E_HOMO (hartree) = -0.2972
- orbital gap (eV) = 8.86
- E_tot (eV) = -35357.0868
- total charge = 0
- LUMO level (eV) = 0.8

---

Entry 2:
Density functional theory data (ωB97M-V/def2-TZVPD) for C13H29IInNO4SSi as an isolated structure in a non-equilibrium geometry.

Each line ends with the Löwdin charge.
Positions of all 51 atoms, in Å:
In  0.15  1.70  -2.68  0.9553
C  -0.41  -1.66  -3.26  -0.0161
C  -1.26  -1.35  -2.06  -0.5502
C  -1.34  -2.41  -0.95  -0.0008
C  -2.70  -0.83  -2.40  -0.0068
O  -0.69  -0.11  -1.38  -0.2978
Si  0.07  0.25  0.05  -0.2222
S  0.65  2.25  -0.27  0.3929
O  1.27  -0.75  0.15  -0.1364
C  2.50  -1.10  0.77  -0.6423
C  3.46  0.05  0.84  -0.0335
C  2.10  -1.84  2.06  0.0014
C  3.11  -2.14  -0.17  -0.0311
O  -0.82  0.02  1.39  -0.1284
C  -1.58  0.87  2.34  -0.6473
C  -2.42  1.92  1.61  -0.0271
C  -0.59  1.54  3.30  -0.0210
C  -2.41  -0.09  3.03  -0.0475
H  -0.89  -2.46  -3.91  0.1314
H  0.58  -2.04  -2.95  0.1079
H  -0.29  -0.82  -3.97  0.0702
H  -1.72  -3.33  -1.46  0.1202
H  -2.06  -2.11  -0.20  0.0925
H  -0.33  -2.61  -0.53  0.0984
H  -3.27  -1.57  -3.01  0.1189
H  -2.70  0.10  -2.99  0.0763
H  -3.23  -0.68  -1.43  0.1027
H  3.11  0.86  1.54  0.0678
H  3.51  0.47  -0.20  0.1007
H  4.47  -0.12  1.17  0.0952
H  1.50  -1.21  2.68  0.0680
H  3.08  -2.11  2.53  0.1135
H  1.52  -2.76  1.87  0.1055
H  3.20  -1.72  -1.18  0.0863
H  2.46  -3.05  -0.33  0.1068
H  4.11  -2.45  0.25  0.1153
H  -1.70  2.65  1.13  0.0575
H  -3.11  2.41  2.28  0.0976
H  -2.96  1.49  0.75  0.0952
H  0.25  1.97  2.77  0.0415
H  -0.15  0.75  3.98  0.1160
H  -1.13  2.25  3.91  0.0953
H  -3.21  -0.51  2.38  0.1128
H  -2.90  0.43  3.85  0.1078
H  -1.82  -0.94  3.45  0.1153
O  3.41  3.47  2.05  0.3219
N  2.54  4.24  2.02  0.5257
I  -0.24  2.61  -6.28  0.8894
C  -0.23  3.16  -4.29  -0.8590
H  -1.33  3.33  -4.08  -0.0156
H  0.45  4.00  -4.18  -0.0202

Values from the calculation:
- energy above the lowest of the compared OMol25 structures with the same formula, charge and spin (kJ/mol) = 0.0
- max |F| (eV Å⁻¹) = 11.706
- E_HOMO (spin up / spin down) (hartree) = -0.5412 / -0.5412
- orbital gap (spin up / spin down) (eV) = 2.85 / 2.86
- E_tot (eV) = -55602.5044
- total charge = +2
- LUMO level (spin up / spin down) (eV) = -11.9 / -11.9

---

Entry 3:
Density functional theory data (ωB97M-V/def2-TZVPD) for C43H51IrN5O2 as an isolated structure.

Each line ends with the Mulliken spin population.
Positions of all 102 atoms, in Å:
Ir  0.09  0.88  0.05  2.3001
C  -0.82  4.52  -0.92  -0.0021
C  -0.92  4.20  0.57  0.0074
N  -1.20  2.80  0.94  0.2655
C  -1.21  2.71  2.42  0.0026
C  -1.09  1.29  2.95  0.0370
N  0.04  0.57  2.36  0.2657
C  1.33  0.63  3.08  0.0332
C  1.86  2.02  3.40  -0.0110
C  2.29  2.93  2.23  0.0193
N  2.02  2.44  0.86  0.2878
C  2.30  3.50  -0.10  0.0091
C  1.90  3.11  -1.52  0.0029
N  0.57  2.48  -1.60  0.2033
C  -0.56  3.39  -1.90  0.0018
H  -0.06  5.29  -1.04  -0.0016
H  -1.75  4.98  -1.26  -0.0012
H  -1.67  4.86  1.02  0.0050
H  0.02  4.44  1.06  -0.0020
H  -2.10  2.50  0.59  -0.0041
H  -2.11  3.18  2.83  -0.0007
H  -0.36  3.30  2.77  -0.0035
H  -1.99  0.73  2.72  -0.0146
H  -1.00  1.34  4.04  0.0018
H  -0.20  -0.41  2.31  -0.0211
H  2.04  0.07  2.48  -0.0042
H  1.22  0.11  4.04  0.0018
H  2.74  1.85  4.03  -0.0013
H  1.15  2.55  4.04  -0.0028
H  3.36  3.15  2.32  0.0082
H  1.78  3.89  2.32  -0.0032
H  2.64  1.65  0.68  0.0130
H  3.36  3.78  -0.11  -0.0016
H  1.75  4.39  0.21  -0.0045
H  2.63  2.38  -1.88  0.0046
H  1.96  3.97  -2.18  -0.0012
H  0.60  1.81  -2.37  -0.0045
H  -1.44  2.75  -1.98  0.0085
H  -0.40  3.84  -2.89  0.0007
O  1.52  -0.51  0.34  0.3278
C  2.52  -1.05  -0.48  -0.0358
C  2.32  -0.62  -1.95  0.0465
C  1.00  -1.07  -2.49  -0.0107
C  0.95  -2.13  -3.39  0.0025
C  -0.28  -2.52  -3.89  -0.0022
C  -1.41  -1.85  -3.47  -0.0137
C  -1.29  -0.82  -2.54  0.0120
C  -2.52  -0.13  -2.04  -0.0416
C  -2.81  -0.48  -0.58  0.0127
O  -1.93  0.08  0.29  0.1981
C  -4.27  -0.24  -0.14  0.1535
C  -5.37  -0.23  -1.04  0.0935
C  -6.64  0.03  -0.57  -0.0168
C  -6.86  0.23  0.79  0.1624
C  -5.80  0.19  1.69  -0.0344
C  -4.53  -0.06  1.23  0.1374
C  -3.00  -1.99  -0.34  0.1287
C  -3.66  -2.83  -1.27  0.1174
C  -3.75  -4.19  -1.04  -0.0394
C  -3.23  -4.72  0.14  0.1631
C  -2.60  -3.90  1.09  -0.0036
C  -2.51  -2.55  0.86  0.0841
N  -0.10  -0.44  -2.07  0.1348
C  3.84  -0.52  0.08  0.0376
C  4.66  0.38  -0.59  0.0155
C  5.78  0.92  0.04  -0.0011
C  6.09  0.56  1.34  0.0027
C  5.30  -0.37  2.01  -0.0016
C  4.18  -0.91  1.38  0.0130
C  2.45  -2.58  -0.44  0.0053
C  3.53  -3.33  -0.89  0.0021
C  3.45  -4.72  -0.94  0.0005
C  2.28  -5.36  -0.55  0.0001
C  1.20  -4.61  -0.10  -0.0120
C  1.29  -3.22  -0.05  -0.0028
H  3.12  -1.03  -2.56  -0.0004
H  2.38  0.47  -2.02  -0.0182
H  1.86  -2.62  -3.69  0.0009
H  -0.35  -3.33  -4.61  -0.0001
H  -2.39  -2.11  -3.86  0.0003
H  -3.35  -0.38  -2.70  -0.0018
H  -2.41  0.96  -2.08  -0.0104
H  -5.23  -0.38  -2.10  -0.0041
H  -7.47  0.08  -1.27  0.0006
H  -7.86  0.42  1.15  0.0030
H  -5.98  0.34  2.75  0.0003
H  -3.69  -0.10  1.91  0.0063
H  -4.09  -2.42  -2.17  -0.0007
H  -4.23  -4.83  -1.76  0.0009
H  -3.31  -5.79  0.33  0.0000
H  -2.19  -4.33  1.99  0.0017
H  -2.02  -1.89  1.56  -0.0088
H  4.46  0.67  -1.61  0.0001
H  6.41  1.62  -0.49  0.0000
H  6.97  0.97  1.83  0.0000
H  5.55  -0.68  3.01  0.0000
H  3.57  -1.64  1.89  0.0001
H  4.45  -2.84  -1.18  0.0003
H  4.30  -5.30  -1.28  0.0001
H  2.21  -6.44  -0.58  0.0000
H  0.29  -5.10  0.22  0.0036
H  0.44  -2.63  0.29  -0.0042

Values from the calculation:
- energy above the lowest of the compared OMol25 structures with the same formula, charge and spin (kJ/mol) = 0.0
- max |F| (eV Å⁻¹) = 0.517
- E_HOMO (spin up / spin down) (hartree) = -0.4554 / -0.4836
- orbital gap (spin up / spin down) (eV) = 7.57 / 4.53
- E_tot (eV) = -59786.8032
- 2S+1 = 6
- total charge = +2
- LUMO level (spin up / spin down) (eV) = -4.8 / -8.6
- expectation value of S² = 8.7896

---

Copy entry 2 word for word.
Density functional theory data (ωB97M-V/def2-TZVPD) for C13H29IInNO4SSi as an isolated structure in a non-equilibrium geometry.

Each line ends with the Löwdin charge.
Positions of all 51 atoms, in Å:
In  0.15  1.70  -2.68  0.9553
C  -0.41  -1.66  -3.26  -0.0161
C  -1.26  -1.35  -2.06  -0.5502
C  -1.34  -2.41  -0.95  -0.0008
C  -2.70  -0.83  -2.40  -0.0068
O  -0.69  -0.11  -1.38  -0.2978
Si  0.07  0.25  0.05  -0.2222
S  0.65  2.25  -0.27  0.3929
O  1.27  -0.75  0.15  -0.1364
C  2.50  -1.10  0.77  -0.6423
C  3.46  0.05  0.84  -0.0335
C  2.10  -1.84  2.06  0.0014
C  3.11  -2.14  -0.17  -0.0311
O  -0.82  0.02  1.39  -0.1284
C  -1.58  0.87  2.34  -0.6473
C  -2.42  1.92  1.61  -0.0271
C  -0.59  1.54  3.30  -0.0210
C  -2.41  -0.09  3.03  -0.0475
H  -0.89  -2.46  -3.91  0.1314
H  0.58  -2.04  -2.95  0.1079
H  -0.29  -0.82  -3.97  0.0702
H  -1.72  -3.33  -1.46  0.1202
H  -2.06  -2.11  -0.20  0.0925
H  -0.33  -2.61  -0.53  0.0984
H  -3.27  -1.57  -3.01  0.1189
H  -2.70  0.10  -2.99  0.0763
H  -3.23  -0.68  -1.43  0.1027
H  3.11  0.86  1.54  0.0678
H  3.51  0.47  -0.20  0.1007
H  4.47  -0.12  1.17  0.0952
H  1.50  -1.21  2.68  0.0680
H  3.08  -2.11  2.53  0.1135
H  1.52  -2.76  1.87  0.1055
H  3.20  -1.72  -1.18  0.0863
H  2.46  -3.05  -0.33  0.1068
H  4.11  -2.45  0.25  0.1153
H  -1.70  2.65  1.13  0.0575
H  -3.11  2.41  2.28  0.0976
H  -2.96  1.49  0.75  0.0952
H  0.25  1.97  2.77  0.0415
H  -0.15  0.75  3.98  0.1160
H  -1.13  2.25  3.91  0.0953
H  -3.21  -0.51  2.38  0.1128
H  -2.90  0.43  3.85  0.1078
H  -1.82  -0.94  3.45  0.1153
O  3.41  3.47  2.05  0.3219
N  2.54  4.24  2.02  0.5257
I  -0.24  2.61  -6.28  0.8894
C  -0.23  3.16  -4.29  -0.8590
H  -1.33  3.33  -4.08  -0.0156
H  0.45  4.00  -4.18  -0.0202

Values from the calculation:
- energy above the lowest of the compared OMol25 structures with the same formula, charge and spin (kJ/mol) = 0.0
- max |F| (eV Å⁻¹) = 11.706
- E_HOMO (spin up / spin down) (hartree) = -0.5412 / -0.5412
- orbital gap (spin up / spin down) (eV) = 2.85 / 2.86
- E_tot (eV) = -55602.5044
- total charge = +2
- LUMO level (spin up / spin down) (eV) = -11.9 / -11.9